[1]
Molecular formula: C9H17F3I3N3O3P
Method: DFT, the ωB97M-V functional and the def2-TZVPD basis

Atoms and positions in Å:
1 C 2.357 -0.579 -2.108
2 C 1.765 -0.315 -3.506
3 C 1.357 1.130 -3.709
4 I 1.286 1.596 -5.844
5 N 0.154 1.578 -2.978
6 C -0.709 0.621 -2.478
7 N -0.565 0.277 -1.181
8 I 0.377 1.697 0.030
9 N -1.669 0.051 -3.158
10 C -1.925 0.418 -4.566
11 P -2.792 -1.180 -2.490
12 O -1.815 -2.108 -1.596
13 I -3.203 -2.661 -4.399
14 H 1.678 -1.091 -1.445
15 H 3.204 -1.235 -2.239
16 H 2.745 0.333 -1.682
17 H 2.577 -0.476 -4.193
18 H 1.000 -1.032 -3.784
19 H 2.173 1.739 -3.364
20 H -0.332 2.330 -3.447
21 H -1.485 0.187 -0.757
22 H -2.958 0.238 -4.806
23 H -1.253 -0.152 -5.186
24 H -1.756 1.466 -4.723
25 H -2.210 -2.174 -0.710
26 C -1.641 -0.359 6.312
27 C -0.463 0.583 6.439
28 O 0.710 0.065 5.775
29 C 0.735 0.154 4.460
30 O -0.109 0.627 3.753
31 C 2.058 -0.421 3.926
32 F 2.313 -1.626 4.452
33 F 3.077 0.399 4.231
34 F 2.009 -0.548 2.592
35 H -1.378 -1.348 6.688
36 H -2.490 0.022 6.879
37 H -1.947 -0.475 5.274
38 H -0.182 0.690 7.483
39 H -0.693 1.577 6.057

E_HOMO in eV: -12.573
Net charge: +1
Orbital gap in Eh: 0.30101
Lowest unoccupied orbital energy in eV: -4.382



[2]
Molecular formula: C9H17I2NO
Method: DFT, the ωB97M-V functional and the def2-TZVPD basis

Atoms and positions in Å:
1 C 1.859 -0.498 1.345
2 C 0.416 -0.172 1.774
3 C 1.127 -1.477 2.211
4 C -1.070 1.804 -2.998
5 C -1.939 -0.997 1.176
6 C -0.305 2.577 -1.881
7 C -0.941 1.167 0.098
8 C -0.620 -0.219 0.668
9 C 0.254 1.849 -0.687
10 N 0.927 -3.380 -0.269
11 O 1.168 -2.559 2.772
12 I 1.723 3.164 0.344
13 I 2.703 -3.844 0.334
14 H 1.929 -0.664 0.250
15 H 2.672 0.177 1.701
16 H 0.292 0.615 2.497
17 H -0.687 0.866 -3.225
18 H -1.108 2.450 -3.798
19 H -2.058 1.498 -2.777
20 H -2.406 -1.457 0.291
21 H -2.583 -0.249 1.620
22 H -1.610 -1.915 1.786
23 H -0.871 3.451 -1.577
24 H 0.593 3.026 -2.435
25 H -1.598 0.860 -0.677
26 H -1.463 1.841 0.831
27 H -0.308 -0.858 -0.136
28 H 0.949 1.022 -1.033
29 H 0.304 -4.182 -0.289
30 H 2.651 -3.896 2.085

E_HOMO in eV: -8.475
Orbital gap in Eh: 0.31853
Lowest unoccupied orbital energy in eV: 0.192



[3]
Molecular formula: C9H17MnN6O2SSi
Method: DFT, the ωB97M-V functional and the def2-TZVPD basis

Atoms and positions in Å:
1 Mn -0.701 1.605 0.586
2 C 3.435 -2.359 -0.343
3 Si 2.200 -2.192 -1.718
4 C 2.062 -3.813 -2.623
5 C 2.663 -0.856 -2.919
6 C 0.475 -1.823 -0.995
7 C -0.574 -2.708 -1.212
8 C -1.869 -2.465 -0.745
9 C -2.091 -1.300 -0.060
10 N -1.101 -0.430 0.194
11 C 0.152 -0.677 -0.249
12 S 1.331 0.609 0.098
13 H 4.402 -2.658 -0.753
14 H 3.123 -3.127 0.367
15 H 3.574 -1.424 0.200
16 H 3.032 -4.067 -3.054
17 H 1.346 -3.769 -3.445
18 H 1.780 -4.634 -1.959
19 H 3.620 -1.096 -3.386
20 H 2.756 0.115 -2.431
21 H 1.918 -0.775 -3.712
22 H -0.390 -3.616 -1.771
23 H -2.676 -3.157 -0.929
24 H -3.073 -1.033 0.311
25 N -0.768 1.962 3.288
26 N -1.566 3.085 3.555
27 C -2.129 3.755 2.531
28 N -2.885 4.812 2.777
29 N -1.836 3.238 1.336
30 N -2.309 3.779 0.171
31 O -1.901 3.134 -0.799
32 O -3.018 4.752 0.115
33 H -1.139 1.151 3.772
34 H 0.189 2.133 3.582
35 H -1.694 3.410 4.502
36 H -3.051 5.127 3.718
37 H -3.292 5.313 2.000

E_HOMO (alpha / beta) in eV: -10.925 / -11.051
Net charge: +1
2S+1: 6
Orbital gap (alpha / beta) in Eh: 0.26061 / 0.26566
Lowest unoccupied orbital energy (alpha / beta) in eV: -3.834 / -3.822



[4]
Molecular formula: C9H17N11RuS3
Method: DFT, the ωB97M-V functional and the def2-TZVPD basis

Atoms and positions in Å:
1 Ru 0.171 0.214 -0.746
2 N 3.499 -0.747 -0.766
3 C 3.063 -0.096 0.352
4 N 3.810 0.060 1.428
5 N 2.999 0.681 2.298
6 N 1.838 0.871 1.791
7 N 1.838 0.414 0.503
8 C 2.794 -0.827 -1.927
9 N 3.309 -1.240 -3.053
10 N 2.275 -1.153 -3.936
11 N 1.216 -0.734 -3.386
12 N 1.482 -0.500 -2.052
13 H 4.475 -0.999 -0.799
14 C -2.491 1.707 0.139
15 N -1.128 1.432 0.665
16 C -0.539 2.749 1.012
17 C -1.245 0.633 1.902
18 C -1.683 -0.757 1.532
19 N -0.718 -1.339 0.568
20 C 0.426 -1.929 1.323
21 C -1.366 -2.467 -0.141
22 H -3.125 2.052 0.961
23 H -2.923 0.827 -0.325
24 H -2.433 2.487 -0.612
25 H -1.215 3.272 1.697
26 H -0.433 3.345 0.109
27 H 0.423 2.608 1.489
28 H -1.975 1.093 2.577
29 H -0.276 0.635 2.396
30 H -2.662 -0.744 1.055
31 H -1.748 -1.403 2.412
32 H 0.063 -2.796 1.880
33 H 0.846 -1.202 2.010
34 H 1.196 -2.254 0.626
35 H -1.648 -3.228 0.592
36 H -0.671 -2.894 -0.860
37 H -2.258 -2.127 -0.656
38 S -1.998 1.620 -4.530
39 C -1.385 1.126 -3.124
40 S -0.266 1.987 -2.117
41 S -1.537 -0.375 -2.288

E_HOMO (alpha / beta) in eV: -8.624 / -8.622
Orbital gap (alpha / beta) in Eh: 0.20980 / 0.21230
Lowest unoccupied orbital energy (alpha / beta) in eV: -2.915 / -2.845



[5]
Molecular formula: C9H17N2
Method: DFT, the ωB97M-V functional and the def2-TZVPD basis

Atoms and positions in Å:
1 C -0.699 -0.305 2.581
2 C 0.195 -0.335 1.301
3 C 0.893 1.006 1.028
4 C 0.271 2.001 0.128
5 N 0.541 3.258 0.358
6 N -0.636 1.676 -0.786
7 C -0.951 0.350 -1.009
8 C -0.645 -0.726 0.132
9 C -0.159 -0.964 -1.251
10 C -0.932 -1.994 -1.984
11 C 1.350 -0.936 -1.402
12 H -1.366 0.559 2.637
13 H -0.067 -0.420 3.417
14 H -1.261 -1.288 2.461
15 H 1.058 -1.082 1.489
16 H 1.909 0.773 0.792
17 H 0.947 1.499 1.999
18 H 1.230 3.547 1.077
19 H -0.096 3.973 -0.090
20 H -0.910 2.387 -1.472
21 H -1.934 0.174 -1.518
22 H -1.496 -1.320 0.410
23 H -0.543 -2.213 -3.061
24 H -1.938 -1.602 -1.886
25 H -0.916 -2.991 -1.397
26 H 1.565 -1.482 -2.299
27 H 1.759 -1.426 -0.559
28 H 1.550 0.224 -1.457

E_HOMO in eV: -12.988
Net charge: +1
Orbital gap in Eh: 0.35873
SMILES: C[C@@H]1CC(=[NH2+])N[C@@H]2[C@H]1C2(C)C
Lowest unoccupied orbital energy in eV: -3.226



[6]
Molecular formula: C9H17N2O3
Method: DFT, the ωB97M-V functional and the def2-TZVPD basis

Atoms and positions in Å:
1 C 2.788 -1.020 -1.070
2 O 3.247 0.205 -1.600
3 C 2.190 1.119 -1.861
4 C 1.824 1.907 -0.591
5 C 0.355 2.357 -0.479
6 C -0.651 1.304 -0.801
7 C -1.874 1.404 -1.395
8 N -2.345 0.106 -1.447
9 C -1.489 -0.757 -0.909
10 N -0.462 -0.021 -0.513
11 H 1.873 -1.387 -1.546
12 H 3.558 -1.770 -1.248
13 H 2.638 -0.983 0.016
14 H 1.357 0.546 -2.281
15 H 2.554 1.802 -2.628
16 H 2.421 2.820 -0.616
17 H 2.150 1.372 0.301
18 H 0.143 3.277 -1.020
19 H 0.188 2.609 0.575
20 H -2.358 2.286 -1.765
21 H -3.227 -0.201 -1.819
22 H -1.553 -1.836 -0.761
23 H 0.384 -0.330 -0.055
24 O -2.513 -1.264 4.457
25 C -1.825 -2.123 3.674
26 C -1.606 -1.580 2.212
27 O -0.918 -2.439 1.386
28 H -2.293 -3.134 3.527
29 H -0.793 -2.391 4.029
30 H -1.126 -0.574 2.364
31 H -2.638 -1.303 1.864

E_HOMO in eV: -0.753
Net charge: -1
Orbital gap in Eh: 0.10229
Lowest unoccupied orbital energy in eV: 2.030



[7]
Molecular formula: C9H17N2O4
Method: DFT, the ωB97M-V functional and the def2-TZVPD basis

Atoms and positions in Å:
1 C 0.163 -1.706 -0.960
2 C 0.867 1.511 -1.093
3 C 2.084 0.720 -1.547
4 C 0.680 -0.816 0.107
5 C 0.112 0.662 0.043
6 C -0.544 -1.486 2.167
7 C -3.529 0.783 -0.895
8 C 0.826 -1.258 1.499
9 C -2.205 0.035 -0.707
10 N 2.722 0.006 -0.437
11 N 3.256 0.748 0.560
12 O -0.148 -2.829 -0.530
13 O -0.045 -1.277 -2.085
14 O 0.448 1.428 1.206
15 O -1.327 0.789 0.059
16 H 1.116 2.497 -0.677
17 H 0.138 1.487 -1.959
18 H 1.851 -0.036 -2.313
19 H 2.883 1.464 -1.949
20 H -0.943 -2.274 1.508
21 H -1.399 -0.736 1.954
22 H -0.440 -1.700 3.169
23 H -3.392 1.736 -1.335
24 H -4.151 0.142 -1.483
25 H -3.979 0.857 0.139
26 H 1.316 -2.185 1.530
27 H 1.502 -0.465 1.927
28 H -1.575 -0.088 -1.680
29 H -2.397 -0.832 -0.157
30 H 3.681 0.132 1.222
31 H 2.590 1.505 0.802
32 H -0.164 1.185 1.916

E_HOMO (alpha / beta) in eV: -3.540 / -3.780
Net charge: -1
Orbital gap (alpha / beta) in Eh: 0.25622 / 0.26476
Lowest unoccupied orbital energy (alpha / beta) in eV: 3.432 / 3.424



[8]
Molecular formula: C9H17N2OP
Method: DFT, the ωB97M-V functional and the def2-TZVPD basis

Atoms and positions in Å:
1 C 1.968 -0.172 -0.522
2 C 1.765 -1.034 -1.442
3 N 0.498 -1.452 -1.852
4 C 0.303 -2.817 -1.831
5 C 1.158 -3.744 -1.367
6 P -0.613 -0.224 -2.112
7 O -1.875 -0.754 -2.553
8 H 2.974 0.203 -0.484
9 H 1.079 0.336 -0.198
10 H 2.690 -1.434 -1.920
11 H -0.701 -3.155 -2.233
12 H 1.125 -4.769 -1.563
13 H 2.113 -3.251 -1.143
14 C -1.724 -1.421 1.169
15 C -1.223 -0.033 1.136
16 C -1.877 1.066 1.042
17 N -1.340 2.316 1.045
18 C -0.056 2.718 1.704
19 C 0.885 3.218 0.688
20 H -1.115 -2.007 0.431
21 H -1.621 -1.832 2.227
22 H -2.818 -1.483 0.927
23 H -0.148 0.013 1.236
24 H -2.895 1.188 0.862
25 H -1.874 3.000 0.600
26 H 0.272 1.796 2.330
27 H -0.270 3.555 2.336
28 H 1.040 2.634 -0.151
29 H 0.446 4.134 0.483
30 H 1.834 3.405 1.157

E_HOMO in eV: -7.676
Orbital gap in Eh: 0.28996
SMILES: C=CN(C=C)P=O.C/C=C/NCC
Lowest unoccupied orbital energy in eV: 0.214